Molecular formula: C2H8N2O
Method: DFT, ωB97M-V with the def2-TZVPD basis set

The geometry in ORCA input format:
```
! wB97M-V def2-TZVPD RIJCOSX def2/J DEFGRID3
* xyz 0 1
C -1.54 -0.40 0.67
N -0.54 -1.48 0.82
H -2.55 -0.88 0.33
H -1.65 0.22 1.55
H -1.19 0.35 -0.15
H -0.67 -2.31 0.21
H 0.44 -1.25 0.69
C 1.42 0.47 -1.13
N 1.01 1.31 -0.16
O 2.70 0.29 -1.45
H 0.62 0.05 -1.68
H 0.42 2.07 -0.38
H 1.53 1.55 0.68
*
```

Gap between HOMO and LUMO: 9.92 eV
Max |F|: 7.74 eV Å⁻¹
Relative energy (zero: lowest compared OMol25 entry of this formula, charge and spin): 2.345 eV
Molecular weight: 76.10 g/mol
Electronic energy: -7229.9824 eV
HOMO energy: -9.1810 eV



Molecular formula: C3H3N3OS
Method: DFT, ωB97M-V with the def2-TZVPD basis set

The geometry in ORCA input format:
```
! wB97M-V def2-TZVPD RIJCOSX def2/J DEFGRID3
* xyz 0 1
C -1.21 0.40 -0.10
C -0.69 -0.82 0.06
C 0.98 1.48 0.02
N 1.40 -1.92 -0.05
N -0.31 1.54 -0.13
N 0.66 -0.95 -0.07
O 1.17 -3.11 -0.13
S 2.45 2.05 -0.05
H -2.12 0.82 0.01
H -1.41 -1.75 0.28
H -0.92 2.25 0.17
*
```

Gap between HOMO and LUMO (spin up / spin down): 6.10 / 6.10 eV
Max |F|: 5.09 eV Å⁻¹
Relative energy (zero: lowest compared OMol25 entry of this formula, charge and spin): 7.435 eV
Molecular weight: 129.14 g/mol
Electronic energy: -20505.9446 eV
HOMO energy (spin up / spin down): -7.4219 / -7.4228 eV



Molecular formula: C4H7IO
Method: DFT, ωB97M-V with the def2-TZVPD basis set

The geometry in ORCA input format:
```
! wB97M-V def2-TZVPD RIJCOSX def2/J DEFGRID3
* xyz 0 1
C 2.10 0.94 1.05
C 1.34 1.29 0.05
C -0.71 -0.90 0.86
C -0.63 -0.46 2.21
O -0.21 -1.90 0.42
I 0.51 3.18 -0.43
H 2.32 -0.11 1.25
H 2.32 1.64 1.75
H 1.04 0.52 -0.60
H -1.08 -0.24 0.01
H -1.63 -0.58 2.67
H -0.42 0.61 2.27
H 0.13 -1.09 2.61
*
```

Gap between HOMO and LUMO: 9.95 eV
Max |F|: 4.67 eV Å⁻¹
Relative energy (zero: lowest compared OMol25 entry of this formula, charge and spin): 1.589 eV
Molecular weight: 198.00 g/mol
Electronic energy: -14407.6435 eV
HOMO energy: -9.5047 eV



Q: Which value of molecular weight does entry 3 give?
A: 198.00 g/mol



Q: Which value of molecular weight does entry 3 give?
A: 198.00 g/mol



Q: Among the records above, which one has the lowest molecular weight?
A: C2H8N2O